(1)
24
Properties=species:S:1:pos:R:3:lowdin_charge:R:1 method="wB97M-V/def2-TZVPD" multiplicity=1 smiles=Cc1ccc(O)cc1.CC
O 0.71 -1.16 2.19 0.02
C -2.29 -1.30 0.27 -0.15
C 0.89 1.60 -2.76 -0.05
C -2.47 -0.11 1.24 -0.14
C 0.97 -0.51 -1.35 -0.05
C 0.90 -1.18 -0.14 -0.03
C 0.78 0.86 -1.44 -0.28
C 0.62 0.94 1.00 -0.04
C 0.57 1.55 -0.24 -0.04
C 0.76 -0.44 1.02 -0.37
H -1.51 0.20 1.62 0.01
H 1.10 2.65 -2.56 0.07
H 0.49 1.50 1.91 0.12
H -2.80 0.71 0.62 0.07
H -1.53 -1.01 -0.43 0.04
H -3.20 -0.41 2.00 0.07
H -2.14 -2.24 0.80 0.07
H -3.26 -1.54 -0.19 0.06
H 1.68 1.12 -3.34 0.08
H 1.15 -1.03 -2.28 0.11
H -0.05 1.47 -3.29 0.08
H 0.78 -2.24 0.05 0.13
H -0.02 -0.89 2.77 0.11
H 0.49 2.63 -0.23 0.11

=====

(2)
25
Properties=species:S:1:pos:R:3:lowdin_charge:R:1 method="wB97M-V/def2-TZVPD" multiplicity=1 smiles=Cc1ccc(O)cc1.CCO
O 2.39 -0.73 -1.87 0.05
O -0.76 -2.20 2.66 -0.09
C -2.46 2.07 -1.09 -0.06
C 0.06 -0.79 -1.23 -0.02
C 1.17 -0.14 -1.71 -0.33
C -1.09 -0.04 -0.95 -0.06
C 0.00 1.97 -1.65 -0.04
C 0.43 -1.37 2.76 -0.30
C 1.15 1.24 -1.86 -0.02
C -1.17 1.30 -1.24 -0.29
C 0.55 -0.67 4.09 -0.09
H -0.02 0.25 4.20 0.08
H -2.49 2.73 -0.22 0.08
H 0.31 -0.62 1.97 0.10
H 1.26 -2.00 2.49 0.11
H -0.05 3.03 -1.89 0.11
H 1.61 -0.44 4.25 0.07
H 2.37 -1.68 -1.79 0.10
H -1.89 -0.55 -0.43 0.11
H -1.35 -1.92 3.34 0.06
H 0.46 -1.43 4.86 0.07
H -0.02 -1.86 -1.15 0.11
H 2.03 1.80 -2.11 0.11
H -2.60 2.66 -2.00 0.08
H -3.32 1.39 -1.02 0.07

=====

(3)
25
Properties=species:S:1:pos:R:3:lowdin_charge:R:1 method="wB97M-V/def2-TZVPD" multiplicity=1 smiles=Cc1ccc(O)cc1.CCS
S 0.80 -0.98 -3.44 0.67
O 0.97 0.43 3.78 0.02
C 0.09 -1.01 2.04 -0.03
C -1.39 1.19 1.17 -0.05
C 1.40 0.61 -1.16 -0.15
C -1.55 -0.04 0.53 -0.30
C -0.83 -1.12 1.00 -0.06
C 1.59 0.46 -2.69 -0.63
C -0.45 1.34 2.17 -0.01
C 0.25 0.22 2.62 -0.33
C -2.47 -0.12 -0.66 -0.05
H 1.24 -1.87 -2.54 -0.15
H -3.36 -0.73 -0.53 0.08
H 1.12 1.35 -3.13 0.06
H 1.44 -0.32 -0.62 0.05
H 0.49 1.19 -1.07 0.06
H 2.63 0.52 -3.02 0.05
H 2.21 1.27 -0.86 0.07
H -2.03 2.01 0.91 0.11
H 0.64 -1.89 2.34 0.11
H -1.91 -0.52 -1.49 0.05
H -0.99 -2.10 0.57 0.12
H 1.77 -0.12 3.83 0.11
H -0.35 2.26 2.73 0.12
H -2.85 0.86 -0.94 0.07

=====

(4)
25
Properties=species:S:1:pos:R:3:lowdin_charge:R:1 method="wB97M-V/def2-TZVPD" multiplicity=1 smiles="C[C@]1(O)CCSC(=C2CC2)C1"
S -1.85 1.11 -1.32 0.89
O 0.56 -1.61 0.35 0.01
C -1.34 1.23 1.31 -0.38
C -1.13 1.25 2.74 -0.06
C 0.84 -0.73 -0.67 -0.63
C -0.77 1.10 0.18 -0.46
C 0.67 0.77 -0.12 -0.09
C -2.49 1.50 2.06 -0.09
C 2.27 -0.96 -1.10 -0.04
C -1.58 -0.68 -1.63 -0.46
C -0.07 -0.91 -1.92 -0.20
H -3.23 0.70 2.23 0.12
H 0.73 1.39 -0.96 0.08
H -1.96 -1.19 -0.63 0.11
H -2.22 -0.94 -2.50 0.07
H -0.30 -1.41 0.73 0.09
H -1.03 0.23 3.16 0.12
H -0.60 2.07 3.21 0.11
H 2.77 -0.46 -1.97 0.11
H 2.17 -2.00 -1.32 0.07
H -2.87 2.50 1.99 0.11
H 2.92 -0.87 -0.15 0.12
H 1.48 0.89 0.65 0.15
H 0.35 -0.25 -2.76 0.14
H -0.09 -2.01 -2.22 0.14

=====

(5)
25
Properties=species:S:1:pos:R:3:lowdin_charge:R:1 method="wB97M-V/def2-TZVPD" multiplicity=1 smiles="CC(C)(O)[C@@H]1[Se][C@@H]2C=C[C@H]1C2"
Se -1.26 0.86 -1.83 1.01
O -1.60 -0.57 1.10 -0.08
C 1.05 -0.54 -0.82 -0.35
C 1.18 -0.28 -2.30 -0.18
C 0.10 0.59 -0.39 -0.43
C -0.49 0.40 1.09 -0.55
C -0.48 -1.88 -1.79 -0.16
C 0.50 -0.12 2.12 -0.02
C -0.32 -0.67 -2.65 -0.51
C 0.28 -1.83 -0.73 -0.07
C -1.09 1.75 1.56 -0.03
H -1.76 1.61 2.40 0.09
H 0.99 0.67 2.58 0.06
H -1.55 2.11 0.73 0.02
H 0.53 -2.49 0.12 0.13
H -1.18 -2.72 -2.21 0.15
H -2.37 -0.26 0.60 0.07
H 0.61 1.58 -0.37 0.11
H 1.22 -0.82 1.68 0.07
H 1.88 -0.53 -0.09 0.14
H -0.58 -0.62 -3.80 0.13
H -0.13 -0.73 2.83 0.12
H 1.44 0.71 -2.51 0.08
H 1.95 -0.94 -2.78 0.13
H -0.37 2.39 2.03 0.08

=====

(6)
24
Properties=species:S:1:pos:R:3:lowdin_charge:R:1 method="wB97M-V/def2-TZVPD" multiplicity=1 smiles=Cc1ccccc1.CSC
S 1.63 -2.75 -2.74 0.70
C 3.26 -2.25 -2.12 -0.44
C -0.71 3.38 2.64 -0.06
C -1.09 2.39 1.59 -0.30
C -1.88 0.52 -0.37 -0.10
C -2.32 1.81 -0.43 -0.10
C -1.79 2.78 0.44 -0.05
C 1.09 -4.06 -1.54 -0.39
C -0.76 1.05 1.71 -0.07
C -1.12 0.12 0.76 -0.08
H 3.68 -2.89 -1.35 0.04
H -0.68 -0.86 0.65 0.09
H -0.27 0.71 2.63 0.11
H -1.05 4.39 2.47 0.08
H 2.02 -4.60 -1.36 0.02
H -2.22 3.78 0.40 0.11
H 0.48 -4.75 -2.12 0.02
H -2.28 -0.30 -0.95 0.10
H 3.82 -2.11 -3.04 0.01
H 3.16 -1.28 -1.63 0.02
H -1.00 2.96 3.62 0.08
H 0.39 3.36 2.75 0.08
H -2.93 2.15 -1.26 0.10
H 0.57 -3.54 -0.75 0.01

=====

(7)
24
Properties=species:S:1:pos:R:3:lowdin_charge:R:1 method="wB97M-V/def2-TZVPD" multiplicity=1 smiles=Cc1ccccc1.CSC
S 1.59 1.35 0.19 0.75
C -1.20 -1.86 -0.88 -0.06
C 0.59 2.75 -0.33 -0.44
C -2.47 0.30 -0.50 -0.04
C 3.24 1.82 -0.30 -0.47
C -0.30 -2.84 -0.49 -0.09
C 0.08 -2.92 0.85 -0.10
C -1.62 -0.84 -0.02 -0.29
C -0.39 -1.97 1.73 -0.10
C -1.25 -0.95 1.31 -0.07
H 3.92 1.20 0.28 0.02
H -1.86 1.08 -0.97 0.06
H 1.20 3.57 -0.70 0.03
H -0.03 3.15 0.48 0.03
H -1.57 -2.01 -1.90 0.11
H -3.08 0.66 0.33 0.08
H -0.18 -2.09 2.79 0.10
H 0.05 -3.52 -1.25 0.10
H -3.13 -0.01 -1.31 0.08
H 0.79 -3.69 1.14 0.10
H -1.34 -0.18 2.06 0.11
H -0.05 2.48 -1.16 0.01
H 3.49 1.67 -1.35 0.03
H 3.52 2.84 -0.01 0.04

=====

(8)
24
Properties=species:S:1:pos:R:3:lowdin_charge:R:1 method="wB97M-V/def2-TZVPD" multiplicity=1
Si -2.22 0.38 0.31 0.71
C -3.50 -0.91 0.64 -0.37
C -2.47 0.58 -1.56 -0.35
C 3.52 -0.25 0.64 -0.03
C 2.30 0.56 0.43 -0.26
C 1.11 -1.43 0.14 -0.05
C 3.47 -1.26 -0.33 -0.04
C 2.17 -1.10 -1.01 -0.27
C 1.17 -0.36 0.91 -0.13
C 2.03 0.41 -1.09 -0.10
H -4.50 -0.54 0.88 0.01
H 2.68 0.91 -1.77 0.11
H 4.18 -1.97 -0.54 0.07
H 0.43 -2.18 -0.11 0.08
H 0.52 -0.15 1.84 0.11
H -1.97 -0.15 -2.18 0.00
H 1.96 -1.64 -1.96 0.14
H -2.08 1.60 -1.92 0.03
H 2.39 1.49 0.98 0.13
H -3.26 -1.07 1.75 0.00
H -3.54 0.51 -1.65 0.00
H -3.58 -1.89 0.14 0.03
H 4.25 -0.20 1.34 0.07
H 1.01 0.74 -1.23 0.10

=====

(9)
48
Properties=species:S:1:pos:R:3:lowdin_charge:R:1 method="wB97M-V/def2-TZVPD" multiplicity=1
Br -0.08 -2.18 -1.22 0.81
Br 6.24 0.60 0.70 0.60
Br 4.39 2.37 2.55 0.56
Br 1.08 0.45 0.07 0.69
Br 1.19 1.25 3.57 0.55
Br -0.77 -1.44 1.76 0.73
Br 1.82 -0.29 6.27 0.63
Br 3.15 -1.19 3.55 0.65
Br 4.78 3.15 -0.49 0.60
S -1.80 1.67 -3.31 0.52
S -3.27 1.10 2.06 0.46
S 3.11 -3.78 -1.59 0.51
O -3.55 0.25 0.96 -0.24
O -4.27 2.32 2.04 -0.18
O 3.74 -4.95 -2.01 -0.19
O -3.19 0.60 3.33 -0.19
O 2.47 -2.95 -2.52 -0.27
O 4.12 -2.93 -0.73 -0.18
O -3.11 1.18 -2.58 -0.20
O 2.11 -4.14 -0.41 -0.23
O -0.70 1.32 -2.52 -0.25
O -1.98 1.92 1.71 -0.23
O -1.96 3.01 -3.73 -0.20
O -1.93 0.72 -4.55 -0.17
C -2.32 3.16 1.04 -0.11
C 4.69 1.72 0.77 -1.67
C 3.36 -2.24 0.27 -0.22
C -2.46 -0.53 -4.06 -0.13
C -0.40 -0.75 0.01 -1.52
C 1.62 -0.42 4.39 -1.66
C -3.58 -0.08 -3.11 -0.13
C -3.86 3.17 0.92 -0.12
C 2.26 -3.23 0.67 -0.25
H -1.24 -0.19 -0.37 -0.05
H -1.85 3.18 0.07 0.13
H 2.47 -3.79 1.58 0.13
H -3.76 -0.74 -2.27 0.13
H 3.85 1.10 0.51 -0.10
H -4.20 2.67 0.02 0.12
H -4.27 4.15 1.09 0.13
H 2.98 -1.33 -0.17 0.05
H -2.00 3.96 1.70 0.13
H 1.31 -2.72 0.89 0.00
H -1.72 -1.15 -3.56 0.09
H -4.51 0.13 -3.62 0.13
H -2.84 -1.01 -4.96 0.14
H 4.05 -2.04 1.08 0.06
H 0.81 -1.08 4.16 -0.07

=====

(10)
29
Properties=species:S:1:pos:R:3:lowdin_charge:R:1 method="wB97M-V/def2-TZVPD" total_charge=+1 multiplicity=1
Cl -1.30 -1.12 -1.07 0.56
Cl -0.47 1.59 -0.51 0.67
O -2.55 1.26 0.92 -0.08
N -0.79 -0.06 1.48 0.10
N 1.07 -0.43 0.36 0.06
C 3.21 -1.46 0.33 -0.02
C -3.58 2.14 1.40 -0.01
C -1.87 1.14 3.18 0.03
C 1.94 -1.23 -1.79 -0.10
C 1.50 -1.23 -4.10 -0.07
C -0.19 -0.14 0.16 -1.01
C 1.27 -0.65 -2.74 -0.15
C -1.75 0.82 1.79 -0.44
C 2.05 -0.89 -0.38 -0.28
H -3.15 2.89 2.12 0.12
H 3.03 -2.45 0.69 0.09
H -2.90 1.03 3.67 0.15
H 2.54 -0.95 -4.51 0.12
H -4.06 2.74 0.55 0.13
H 4.05 -1.18 -0.32 0.10
H 2.80 -1.92 -2.06 0.15
H 3.38 -0.97 1.36 0.12
H -1.08 0.46 3.64 0.14
H -0.22 -0.30 2.25 0.14
H -1.56 2.13 3.37 0.10
H 0.69 0.22 -2.62 0.06
H -4.52 1.58 1.76 0.14
H 0.85 -0.73 -4.88 0.10
H 1.61 -2.30 -4.04 0.07

=====

no.,orbital gap (Eh),HOMO energy (eV)
1,0.3493,-8.58
2,0.3365,-8.32
3,0.3425,-8.55
4,0.3435,-8.59
5,0.3279,-8.24
6,0.3407,-8.38
7,0.3450,-8.39
8,0.2865,-7.76
9,0.3686,-10.15
10,0.3203,-12.71